Density functional theory data (ωB97M-V/def2-TZVPD) for a 5-piece molecular cluster, C2H12O5 overall at a distorted geometry.

```
19
Properties=species:S:1:pos:R:3:forces:R:3:lowdin_charge:R:1
H 0.5709 1.2252 -3.5024 0.177 0.085 -0.185 0.04
C -2.6260 0.9260 1.3129 -0.407 1.187 -1.334 0.02
H 0.6004 -1.6743 -0.9766 0.730 -0.241 0.190 0.01
H 0.3017 -2.1293 2.5455 -0.131 0.118 -0.041 0.06
H -2.1243 2.5660 0.0601 -0.390 -0.110 0.049 0.11
H -3.6352 1.2186 1.0318 -0.193 -0.205 0.964 0.05
H 3.2339 -1.1411 0.3835 0.652 0.646 0.044 0.03
O 0.2638 -1.4722 -1.8447 -1.322 0.639 -0.120 -0.04
O 0.3596 1.3484 -2.5770 -0.274 0.316 0.237 -0.06
H 0.7804 -1.9216 -2.4997 0.602 -0.425 -0.107 0.04
H -2.4410 0.0381 1.8816 0.291 -0.203 0.071 0.05
H -0.2817 0.6532 -2.4018 0.092 -0.409 0.026 0.01
H -0.0519 1.4292 -0.3977 -0.410 0.474 -0.823 0.06
O 2.5499 -1.7851 0.2900 -0.457 -0.808 -0.678 -0.05
H 0.1108 -0.7594 1.8272 -0.121 0.047 0.161 0.03
O 0.7217 -1.2817 2.3646 0.056 0.019 -0.163 -0.04
O -0.4572 1.4863 0.4632 0.793 -0.701 2.080 -0.02
H 1.9204 -1.5933 0.9887 -0.145 0.101 0.670 -0.02
C -1.7905 1.6954 0.6180 0.457 -0.528 -1.042 -0.28
```
Positions in Å, forces in eV/Å.

## Properties
**Relative energy (zero: lowest compared OMol25 entry of this formula, charge and spin)**: 24.14 kcal per mole
**HOMO-LUMO gap**: 9.87 eV
**LUMO energy**: 0.5 eV
**SMILES**: C=CO.O.O.O.O
**Total energy**: -459.55526 Eh
**Total charge**: 0
**E_HOMO**: -9.36 eV